# 1
{
  "formula": "C5H6O",
  "method": "ωB97M-V/def2-TZVPD",
  "elements": ["C", "C", "C", "H", "O", "H", "H", "H", "H", "H", "C", "C"],
  "xyz": [[-0.29831, 0.73048, -0.31233], [1.18265, 0.82319, -0.00666], [-0.74244, -0.79152, -0.46789], [1.72346, 1.66543, 0.06630], [0.36593, -1.41925, 0.06488], [-1.29564, -1.13035, -1.32149], [-2.39510, 0.17052, 0.73674], [2.58965, -0.96952, 0.15094], [-0.73606, -0.03602, 1.44610], [-0.66814, 1.40047, -1.03320], [1.50710, -0.52137, 0.12962], [-1.23309, 0.07795, 0.54700]],
  "nbo_charge": [-0.26, -0.30, 0.08, 0.22, -0.51, 0.21, 0.22, 0.22, 0.22, 0.21, 0.12, -0.44],
  "lumo_ev": 1.1500,
  "spin_multiplicity": 1,
  "gap_ev": 9.7,
  "smiles": "C1=C[C@@H]2C[C@@H]2O1"
}

=====

# 2
{
  "formula": "H4O2",
  "method": "ωB97M-V/def2-TZVPD",
  "elements": ["H", "H", "O", "O", "H", "H"],
  "xyz": [[-0.29848, 0.76965, -0.09352], [1.41224, -0.73439, 0.75729], [-1.09249, 1.22460, 0.18534], [0.99853, -0.58849, -0.12223], [0.73181, -1.50866, -0.36501], [-1.75161, 0.83728, -0.36187]],
  "nbo_charge": [0.49, 0.48, -0.95, -0.95, 0.48, 0.46],
  "lumo_ev": 0.6254,
  "spin_multiplicity": 1,
  "gap_ev": 11.5,
  "smiles": "O.O"
}

=====

# 3
{
  "formula": "C3H7NO4",
  "method": "ωB97M-V/def2-TZVPD",
  "elements": ["C", "C", "C", "O", "H", "H", "H", "H", "N", "H", "O", "O", "H", "H", "O"],
  "xyz": [[-0.65192, -1.22639, -0.66838], [-0.21448, 1.42005, 0.16609], [0.73150, -1.51668, -1.17918], [0.30076, -0.23807, 1.96650], [-1.49194, 0.47859, 1.51838], [1.50450, -1.17560, -0.49179], [0.86313, -2.58793, -1.34488], [1.15517, 0.10168, 1.63257], [-0.60724, 0.32412, 1.03886], [-0.86569, -0.01489, -0.89927], [-1.62378, -1.92161, -0.88683], [0.53975, 2.33653, 0.89533], [0.85389, -1.02619, -2.14581], [0.04933, 3.07574, 1.28065], [-0.54300, 1.97066, -0.88225]],
  "nbo_charge": [0.43, 0.85, -0.72, -0.52, 0.41, 0.21, 0.23, 0.47, -0.40, 0.09, -0.55, -0.78, 0.25, 0.51, -0.48],
  "lumo_ev": -0.4361,
  "spin_multiplicity": 1,
  "gap_ev": 8.0,
  "smiles": "O=C(O)NO.CC=O"
}

=====

# 4
{
  "formula": "C4H9N2S2",
  "method": "ωB97M-V/def2-TZVPD",
  "elements": ["H", "N", "H", "H", "C", "H", "N", "S", "C", "H", "C", "H", "H", "H", "C", "S", "H"],
  "xyz": [[-0.40453, 3.80388, 0.55154], [2.66708, -0.43958, -0.27421], [2.54397, 0.38422, 0.28807], [3.24851, -0.07372, -1.19366], [-1.65380, 0.44040, 0.05474], [-2.13839, -2.30841, 1.20166], [0.36196, -1.25476, -0.37067], [-1.97773, 2.06922, -0.08322], [-1.89956, -2.18363, 0.12971], [3.18391, -1.07959, 0.37519], [-0.25151, 2.67560, 0.27644], [0.19765, 1.93528, 0.98824], [-2.36955, -2.87134, -0.52800], [1.67724, -0.92692, -0.45897], [-0.53419, -1.94828, -0.11511], [-2.87898, -0.62527, -0.22555], [0.22792, 2.40291, -0.61620]],
  "nbo_charge": [0.26, -0.93, 0.42, 0.46, -0.63, 0.29, -0.43, 0.42, -0.67, 0.44, -0.73, 0.23, 0.28, 0.43, 0.49, 0.45, 0.21],
  "lumo_ev": -3.3668,
  "spin_multiplicity": 1,
  "charge": 1,
  "gap_ev": 8.6
}

=====

# 5
{
  "formula": "C5H5NO",
  "method": "ωB97M-V/def2-TZVPD",
  "elements": ["H", "O", "H", "C", "C", "H", "C", "H", "C", "N", "C", "H"],
  "xyz": [[-1.47826, -0.87212, 1.26150], [-1.88351, 0.04532, -0.56489], [1.63088, 2.62949, -1.15497], [1.22734, 2.09970, -0.30306], [0.35112, -0.33021, 0.28169], [-1.98292, 0.89129, -0.10650], [1.34575, -1.24169, 0.74205], [-1.15996, -1.79971, -0.21118], [-1.09530, -0.80210, 0.23229], [2.13754, -2.00428, 1.11555], [0.71113, 0.93977, -0.17816], [0.19619, 0.44453, -1.11432]],
  "nbo_charge": [0.19, -0.70, 0.21, -0.12, -0.18, 0.48, 0.24, 0.20, -0.07, -0.28, -0.37, 0.40],
  "lumo_ev": [-1.0241, -0.9322],
  "spin_multiplicity": 1,
  "gap_ev": [7.8, 7.4]
}

=====

# 6
{
  "formula": "C5H11N2",
  "method": "ωB97M-V/def2-TZVPD",
  "elements": ["H", "H", "H", "H", "H", "H", "C", "H", "N", "H", "C", "C", "H", "C", "N", "C", "H", "H"],
  "xyz": [[-1.12876, -1.17648, 0.11033], [2.23965, -1.91502, 0.41844], [0.90491, -0.47432, 1.24741], [1.72051, -1.36504, -1.11392], [-1.05654, 1.94066, -0.29365], [2.57302, 1.55091, -0.51216], [-1.56966, -0.25359, -0.14288], [3.26680, -0.69210, -0.35963], [-2.99603, -0.15076, 0.01216], [-3.25202, -0.16376, 1.00937], [1.35120, -0.03490, 0.30452], [2.25028, -1.05693, -0.28145], [-3.29267, 0.70127, -0.42615], [1.75075, 1.41203, 0.23608], [0.55109, 0.82253, -0.41087], [-0.78393, 0.88456, -0.28275], [-3.49417, -0.99496, -0.29520], [1.47185, 2.21555, 0.85458]],
  "nbo_charge": [0.23, 0.23, 0.20, 0.23, 0.22, 0.23, -0.27, 0.24, -0.66, 0.43, -0.05, -0.63, 0.45, -0.20, -0.39, 0.08, 0.45, 0.22],
  "lumo_ev": -3.5795,
  "spin_multiplicity": 1,
  "charge": 1,
  "gap_ev": 8.9,
  "smiles": "C[C@H]1CN1/C=C/[NH3+]"
}

=====

# 7
{
  "formula": "C6H10",
  "method": "ωB97M-V/def2-TZVPD",
  "elements": ["C", "C", "H", "H", "C", "H", "C", "C", "H", "H", "H", "C", "H", "H", "H", "H"],
  "xyz": [[-1.38973, -0.18821, 0.36931], [2.13900, 0.16951, 0.86436], [-1.98308, 0.15567, 1.22057], [2.81949, -0.67162, 0.95157], [1.05708, -0.12020, -0.14275], [-1.22597, -1.26401, 0.45581], [-2.13876, 0.10224, -0.91229], [1.16848, -0.90168, -1.25175], [2.71387, 1.01136, 0.50324], [-2.30791, 1.17572, -1.02146], [-3.11298, -0.38864, -0.89060], [-0.07923, 0.45368, 0.36607], [0.00541, 1.43609, 0.84349], [1.74644, 0.42346, 1.85295], [2.19197, -1.19082, -1.53562], [-1.54780, -0.25690, -1.75671]],
  "nbo_charge": [-0.47, -0.64, 0.21, 0.22, -0.22, 0.22, -0.59, -0.14, 0.22, 0.20, 0.21, 0.00, 0.19, 0.21, 0.15, 0.22],
  "lumo_ev": [-0.6927, -0.2928],
  "spin_multiplicity": 1,
  "gap_ev": [6.6, 8.6]
}

=====

no.,molar mass (g mol⁻¹),total energy (Ha)
1,82.102,-269.22215
2,36.030,-152.87095
3,121.092,-474.02141
4,149.264,-1063.33170
5,95.101,-323.30647
6,99.157,-306.26687
7,82.146,-234.42702